1.
A structure of composition C24H58NO6Pt in a non-equilibrium geometry. Source: the Open Molecules 2025 dataset; level of theory: ωB97M-V/def2-TZVPD.

The geometry in XYZ format:
```
90
Properties=species:S:1:pos:R:3:forces:R:3:lowdin_charge:R:1
Pt 0.210927 0.049670 -0.345545 0.06 -0.18 -0.40 0.907
O -1.941087 -0.667205 -1.315442 0.24 1.03 0.51 -0.123
O -1.547269 -2.075110 1.395616 1.27 -0.45 -2.97 -0.036
O 1.965238 0.134399 1.209471 -0.18 1.00 1.09 -0.173
O -0.533228 1.940816 0.057030 -1.88 0.15 -0.03 -0.229
O 1.003581 -1.804741 -0.898658 1.12 0.76 -1.31 -0.195
O 3.520769 2.268301 -5.714074 0.57 0.36 0.44 -0.055
N -2.083254 -1.934762 2.487099 -2.37 0.70 2.71 -0.170
C 3.541045 0.939528 2.996949 -0.08 1.08 -1.12 -0.025
C -1.974425 -1.709377 4.933353 0.38 -1.22 2.39 -0.129
C 5.284095 2.493383 -3.930048 -0.25 0.40 -0.77 -0.051
C 0.089086 3.815397 -1.108700 1.10 1.50 -0.06 -0.048
C -2.328455 3.479786 -0.422001 -0.60 0.71 0.00 -0.034
C 2.303598 -2.145340 -1.439511 1.72 -0.21 0.15 -0.427
C -3.556860 -1.577911 2.492311 0.81 0.38 0.37 -0.456
C -4.136320 -1.802276 3.944970 -0.87 -0.14 -1.61 -0.117
C 2.710754 1.289794 1.746047 0.28 -0.16 -0.06 -0.412
C -2.223545 -0.229723 -2.616112 0.97 -1.50 -2.09 -0.493
C 3.080288 1.254394 -3.663282 0.36 -0.31 -0.93 -0.074
C -3.367997 -1.091290 5.018156 1.21 2.10 -2.34 -0.174
C -3.757464 -0.171130 1.917330 0.29 0.75 0.10 -0.028
C 0.131153 -2.199309 3.446973 -1.80 -0.60 1.27 -0.006
C 2.310002 -2.459838 -2.959166 0.81 0.63 0.66 -0.030
C -0.943225 0.041910 3.342208 0.63 0.11 0.39 -0.020
C -3.615679 0.243858 -2.789844 -1.60 -0.11 1.13 -0.049
C 3.770474 2.428211 -4.296519 0.97 -0.33 -0.35 -0.479
C 3.555475 1.835781 0.617719 -0.94 -0.30 -1.18 -0.059
C 2.849469 -3.335817 -0.607479 0.58 0.90 -1.45 -0.032
C -1.266557 -1.455160 3.600698 1.82 0.38 0.06 -0.440
C -1.056219 2.903594 -0.968220 0.10 -0.20 0.31 -0.426
C -1.880441 -1.350220 -3.706599 -0.88 1.51 0.80 -0.007
C -4.201163 -2.472274 1.480926 -0.76 -1.78 1.05 -0.045
H -0.435099 0.073229 2.369970 0.22 0.06 0.24 0.046
H 1.945917 -1.633000 -3.593839 -0.08 -0.43 0.43 0.075
H 3.362368 -2.649782 -3.261015 -0.52 0.23 0.24 0.098
H -3.751851 0.672149 -3.745324 -0.10 0.32 -1.32 0.074
H 4.136228 2.799928 -6.245202 -0.23 -0.13 0.43 0.095
H 2.574416 -0.486166 0.829882 0.75 -0.45 -0.16 0.054
H 2.930134 -3.055244 0.431979 -0.32 -0.25 0.42 0.079
H 0.295808 4.439691 -0.222582 -0.43 -0.26 -0.21 0.108
H -3.915236 -0.881204 5.893784 -0.20 -0.89 1.61 0.107
H -2.180319 -2.775265 5.069477 0.41 -0.34 -0.48 0.114
H 3.875304 -3.481395 -0.964660 -0.12 -0.19 0.12 0.096
H 0.986393 3.248255 -1.266729 0.50 -0.57 -0.08 0.059
H -5.239818 -1.664320 3.869789 0.74 0.41 0.32 0.135
H -5.280068 -2.490595 1.771445 0.61 0.04 -1.08 0.110
H -1.337559 1.708443 0.561888 0.50 -0.01 0.11 0.082
H 4.516548 0.604865 2.696921 0.57 -0.30 -0.30 0.072
H -3.895914 1.052462 -2.100697 0.25 -0.26 0.15 0.079
H 5.721933 3.450840 -4.326667 -0.27 -0.93 0.33 0.089
H 2.833772 1.997671 -0.191507 0.16 0.52 -0.06 0.052
H -1.534075 0.559064 -2.837753 0.44 0.65 0.07 0.101
H 3.030175 -1.329341 -1.186472 -0.99 -0.12 -0.56 0.135
H -2.211973 -1.563867 -1.341696 -0.23 -1.62 0.85 0.074
H 3.094836 0.130699 3.524188 -0.56 -0.24 0.93 0.063
H -2.707143 -2.053150 -3.822150 0.13 -0.21 0.26 0.083
H -1.320776 -1.561042 5.849839 -0.48 0.64 -1.28 0.147
H -3.092358 2.705093 -0.349630 -0.10 -0.08 0.03 0.075
H -1.886346 -0.755096 -4.607475 0.27 -0.16 -0.64 0.076
H -3.408316 0.667623 2.553121 -0.66 -0.54 -0.31 0.068
H 3.585625 0.367129 -4.003134 0.87 -0.61 0.52 0.074
H 4.281127 1.170894 0.138999 0.12 -0.38 0.68 0.090
H -3.926547 -2.291866 0.442951 -0.53 0.52 0.12 0.076
H 0.840605 -1.871177 4.192130 0.07 0.27 0.34 0.077
H 4.057698 2.746654 0.860842 0.25 0.67 0.23 0.084
H 2.309512 -4.250398 -0.821268 -0.26 -0.22 0.35 0.091
H -3.219382 -0.101455 0.952836 -0.10 -0.13 0.38 0.071
H 1.940518 2.056272 1.981105 0.27 -0.75 -0.07 0.147
H 5.438552 2.486856 -2.836024 -0.16 -0.03 -0.46 0.073
H -0.916987 -1.846602 -3.592055 -0.08 0.13 0.21 0.067
H 0.718823 -2.619112 -0.554089 -1.40 -1.40 1.13 0.076
H 5.810738 1.627055 -4.382275 -0.23 0.51 0.29 0.087
H 1.799567 -3.394854 -3.139735 -0.49 -0.11 -0.17 0.078
H -2.182590 3.915529 0.570586 0.07 0.01 -0.07 0.099
H 3.307776 3.323996 -3.923959 -0.33 0.76 -0.06 0.118
H 0.049457 4.464214 -1.974562 -0.42 0.25 -0.18 0.095
H -0.259391 0.400013 4.152439 -0.51 -0.14 -0.74 0.112
H 0.526394 -1.993986 2.475791 0.18 -0.03 -0.56 0.040
H 2.159738 1.069122 -4.182471 -1.13 0.53 0.28 0.073
H -4.007721 -2.842114 4.196421 -0.19 -0.77 -0.32 0.111
H 3.009165 1.356183 -2.593031 -0.20 -0.24 0.34 0.060
H -1.289181 2.437075 -1.932026 0.32 -0.50 0.37 0.128
H -1.787620 0.725540 3.236826 0.16 -0.27 0.52 0.049
H -4.384004 -0.556161 -2.673777 0.62 0.37 -0.02 0.108
H -3.815579 -3.474634 1.672545 -0.23 -0.28 0.01 0.094
H -3.187706 -0.062007 4.697456 -0.28 0.36 -0.22 0.097
H -2.748602 4.275502 -1.074451 0.41 -0.50 0.29 0.113
H -0.039122 -3.287343 3.610780 0.22 0.62 -0.33 0.101
H -4.819961 -0.072285 1.677393 0.07 0.26 0.19 0.096
H 3.729352 1.874072 3.559219 -0.41 -0.69 0.13 0.101
```
Positions in Å, forces in eV/Å.

Values from the calculation:
Net charge = +1
Orbital gap (spin up / spin down) = 8.1969 / 8.9904 eV
Spin multiplicity = 3
⟨S²⟩ = 2.007

---

2.
A structure of composition C42H38As2N2O10PbS. Source: the Open Molecules 2025 dataset; level of theory: ωB97M-V/def2-TZVPD.

The geometry in XYZ format:
```
96
Properties=species:S:1:pos:R:3:forces:R:3:lowdin_charge:R:1
Pb -0.429911 1.829486 -2.600216 -0.01 0.28 0.04 1.602
As 1.618162 0.657596 1.806995 0.24 -0.12 0.00 1.305
As 1.989227 -0.900059 -1.175511 0.47 -0.33 0.42 1.294
S -3.091788 1.324436 0.835581 -0.01 0.05 -0.01 0.765
O -2.396890 0.758109 -6.516738 0.12 0.03 0.08 0.002
O 0.064392 4.684578 2.094896 0.12 0.06 -0.10 0.036
O -2.088764 3.490110 -1.926661 -0.09 -0.58 -0.40 -0.161
O -1.453756 7.038916 0.989348 -0.18 0.01 0.25 0.063
O 0.133550 2.855363 -0.294706 -0.20 0.11 0.10 -0.229
O 0.204735 -0.555757 -3.188330 -0.23 0.14 -0.20 -0.314
O -2.435470 0.360695 -2.131140 0.44 0.24 -0.13 -0.234
O -0.035615 -2.118703 -4.769705 -0.02 0.08 -0.05 0.014
O -1.397470 1.733942 -4.772530 0.03 -0.07 0.35 -0.205
O -3.666753 5.626296 -0.467632 -0.05 0.18 -0.23 0.046
N -5.024446 -0.152508 1.979312 0.00 -0.13 0.14 -0.006
N -3.035568 -0.422597 2.868129 -0.03 -0.06 0.17 0.007
C 4.646236 -3.490280 -3.293381 0.02 -0.03 -0.01 -0.104
C -3.776325 -1.508280 -1.944595 0.14 0.12 0.06 -0.094
C -3.715784 0.251873 1.902671 0.10 0.14 -0.10 -0.911
C -0.598914 4.759542 1.065867 0.02 -0.22 0.29 -0.316
C 3.140647 -1.767266 -2.513981 0.01 0.16 -0.12 -0.382
C 5.084386 3.883708 1.401509 0.00 0.03 0.04 -0.112
C 1.915096 0.113211 6.046855 0.02 0.00 0.00 -0.103
C -2.523485 5.246328 -0.270477 -0.09 -0.23 0.08 -0.314
C 2.886413 -0.889505 1.767292 -0.18 -0.21 -0.23 -0.451
C -2.147349 0.850345 -5.314490 -0.29 -0.20 -0.20 -0.633
C 2.231274 0.135628 4.694926 0.10 0.01 -0.02 -0.117
C -0.172193 1.196328 5.572422 -0.05 -0.01 0.11 -0.095
C 4.174252 -1.599784 -4.694055 0.09 -0.01 -0.02 -0.087
C -3.899378 -1.128906 3.791964 0.07 -0.13 0.01 -0.158
C -0.966189 -4.489172 -0.188470 -0.05 0.00 -0.02 -0.111
C -3.455665 0.537306 -3.126235 -0.48 -0.01 -0.22 -0.256
C 0.600444 -3.445250 -1.690628 0.05 0.12 -0.07 -0.102
C 1.349876 0.674855 3.762083 -0.11 -0.06 -0.05 -0.398
C 3.718027 2.149824 0.448051 -0.12 -0.09 -0.07 -0.113
C -2.023066 -1.289831 -3.732987 0.35 0.08 0.13 -0.096
C 3.257938 -1.358331 0.345992 0.02 0.14 0.06 -0.437
C 3.028006 2.000170 1.650405 0.09 0.25 0.20 -0.371
C 3.344255 -1.084329 -3.709870 -0.19 0.04 0.10 -0.106
C -1.528861 5.866569 0.673076 0.10 0.17 -0.12 -0.290
C 3.802670 -2.976115 -2.319694 -0.07 -0.01 0.12 -0.127
C 0.714328 0.650157 6.490720 0.00 -0.03 0.00 -0.111
C -0.254876 -4.493112 -1.380364 -0.02 -0.05 0.03 -0.084
C -2.332789 -1.067260 -2.242589 -0.19 -0.50 -0.11 -0.255
C -0.672238 3.811246 -0.041624 0.38 -0.46 -0.23 -0.383
C -1.800776 4.111522 -0.857619 0.12 0.41 0.20 -0.371
C -0.859722 -3.401495 0.666458 -0.03 -0.03 0.05 -0.102
C 4.382583 3.766336 2.591830 0.05 -0.01 0.03 -0.096
C 0.136766 1.190409 4.219945 0.11 0.02 -0.14 -0.127
C -0.490620 -1.308173 -3.962905 -0.06 -0.21 0.14 -0.625
C 4.742900 3.076500 0.326007 0.04 -0.02 0.03 -0.095
C -5.306988 -0.871476 3.210450 -0.08 -0.02 -0.07 -0.163
C -0.006129 -2.353415 0.355071 0.13 0.07 -0.06 -0.131
C 4.831651 -2.803245 -4.485301 0.00 0.01 -0.01 -0.111
C -4.583890 -0.324625 -2.537375 0.11 0.03 0.11 -0.097
C -2.874642 -0.147803 -4.377710 0.18 0.29 -0.09 -0.104
C 0.764269 -2.378324 -0.809751 -0.15 -0.13 0.04 -0.378
C 3.368476 2.827819 2.716619 -0.11 0.04 -0.13 -0.100
H 2.612876 -0.320311 6.754811 -0.01 0.02 0.00 0.093
H -0.554967 1.607409 3.497396 -0.06 0.16 -0.03 0.090
H 3.183926 -0.264677 4.368311 -0.03 -0.01 0.02 0.089
H -5.088846 0.228726 -1.745035 -0.02 0.01 -0.03 0.099
H -2.085011 -0.168817 3.080853 -0.05 0.02 -0.06 0.104
H 5.274253 3.175188 -0.613551 -0.05 -0.02 -0.01 0.097
H 3.425750 -2.437384 0.372397 -0.04 0.05 -0.09 0.044
H 1.117092 -3.434316 -2.642056 -0.01 -0.05 -0.01 0.098
H 5.879449 4.614255 1.306229 -0.02 0.00 -0.01 0.090
H -1.450669 -3.364519 1.574749 0.02 0.02 0.01 0.090
H 4.301821 -1.067824 -5.628731 -0.02 0.01 0.01 0.099
H -2.371225 -2.262100 -4.079480 -0.07 0.01 0.05 0.142
H -3.924037 -1.600740 -0.867496 -0.06 0.02 -0.01 0.097
H -5.922728 -0.279406 3.894354 0.03 0.00 0.00 0.107
H 2.805242 -0.158042 -3.867291 0.00 -0.03 -0.11 0.095
H 3.436375 1.556115 -0.413084 -0.01 -0.01 -0.01 0.067
H 0.474638 0.639190 7.547875 -0.02 0.03 -0.02 0.091
H 3.797182 -0.656317 2.325020 -0.07 0.10 -0.01 0.052
H 4.208677 -0.908216 0.046454 -0.06 0.07 -0.04 0.053
H -1.576857 -1.442105 -1.561293 -0.02 0.06 0.04 0.133
H -5.832042 -1.806246 3.002418 0.00 0.01 0.06 0.103
H -5.312078 -0.631153 -3.287911 0.00 0.04 -0.03 0.108
H -4.000692 -2.464573 -2.417327 0.00 -0.02 0.02 0.109
H 0.043656 -1.487490 1.004411 -0.03 -0.03 0.06 0.049
H 5.479407 -3.212229 -5.251958 0.00 0.01 0.00 0.090
H 5.156353 -4.431990 -3.124427 -0.02 -0.01 0.00 0.091
H -5.713805 0.429876 1.539127 0.05 0.05 -0.05 0.121
H -3.661788 -2.196045 3.808934 -0.04 0.01 0.03 0.103
H 4.616042 4.412726 3.429475 0.00 0.01 -0.01 0.095
H 3.645480 -3.532566 -1.402486 0.03 -0.02 -0.05 0.090
H -3.810553 -0.746636 4.812072 0.03 0.01 -0.02 0.107
H -3.680978 1.594904 -3.242977 0.07 0.01 0.09 0.160
H -0.369891 -5.315363 -2.076656 0.01 0.02 -0.02 0.099
H 2.803435 2.769169 3.635776 0.03 0.02 0.09 0.092
H 2.397888 -1.713280 2.296471 -0.13 0.10 0.00 0.054
H -1.613216 -5.321217 0.064191 -0.04 0.03 -0.03 0.089
H -1.103501 1.636195 5.909209 -0.01 -0.02 -0.01 0.099
H -3.670915 -0.573759 -4.985959 -0.01 -0.03 0.04 0.139
```
Positions in Å, forces in eV/Å.

Values from the calculation:
Net charge = -2
Orbital gap = 5.2144 eV

---

| no. | molar mass (g mol⁻¹) |
| --- | --- |
| 1 | 651.81 |
| 2 | 1119.88 |